# 1
{
  "formula": "C5H9NO",
  "method": "ωB97M-V with the def2-TZVPD basis set",
  "energy_ha": -325.857239,
  "orbital_gap_ev": 9.93,
  "homo_energy_ev": -9.2,
  "relative_energy_ev": 2.185,
  "smiles": "CC/N=C\\CC=O",
  "symbols": ["C", "C", "N", "C", "C", "C", "O", "H", "H", "H", "H", "H", "H", "H", "H", "H"],
  "xyz": [[-1.454, 0.272, 1.253], [-1.602, 0.209, -0.270], [-0.700, 0.845, -1.205], [0.546, 0.685, -1.208], [1.517, 0.206, -0.159], [1.781, -1.282, -0.182], [1.007, -2.104, -0.609], [-1.175, 1.272, 1.597], [-2.439, 0.040, 1.672], [-0.753, -0.460, 1.672], [-1.602, -0.840, -0.593], [-2.566, 0.628, -0.550], [1.004, 0.908, -2.167], [1.210, 0.479, 0.859], [2.463, 0.726, -0.347], [2.763, -1.585, 0.239]],
  "mulliken_charge": [-1.0766, -0.2855, -0.5353, 0.0284, -0.5395, 0.0395, -0.4501, 0.2974, 0.3514, 0.2649, 0.2723, 0.3568, 0.3548, 0.2381, 0.3231, 0.3602]
}


# 2
{
  "formula": "C3H4O4Rb",
  "method": "ωB97M-V with the def2-TZVPD basis set",
  "total_charge": -1,
  "energy_ha": -441.721031,
  "orbital_gap_ev": 4.12,
  "homo_energy_ev": -2.4,
  "relative_energy_ev": 2.536,
  "symbols": ["C", "C", "O", "C", "O", "O", "O", "H", "H", "H", "Rb", "H"],
  "xyz": [[0.304, -1.768, 0.162], [0.651, -0.910, 1.337], [-0.270, 0.244, 1.517], [-0.344, 1.150, 0.518], [0.488, 1.059, -0.423], [-1.364, 1.872, 0.464], [1.089, -2.207, -0.657], [-0.789, -1.905, 0.004], [1.691, -0.561, 1.273], [0.549, -1.517, 2.248], [-1.366, 3.512, -2.626], [-0.637, 1.030, -3.818]],
  "mulliken_charge": [0.1594, -0.3635, -0.3664, 0.7515, -0.6828, -0.7350, -0.5001, 0.3105, 0.2556, 0.2726, 0.2664, -0.3684]
}


# 3
{
  "formula": "C3H6N2O2",
  "method": "ωB97M-V with the def2-TZVPD basis set",
  "energy_ha": -377.877129,
  "orbital_gap_ev": 10.41,
  "homo_energy_ev": -9.9,
  "relative_energy_ev": 2.237,
  "smiles": "NCC(=O)NC=O",
  "symbols": ["N", "C", "C", "O", "N", "C", "O", "H", "H", "H", "H", "H", "H"],
  "xyz": [[-0.403, -1.009, 2.020], [-0.509, -0.081, 0.871], [0.819, 0.274, 0.211], [1.634, 0.593, 0.972], [0.846, 0.483, -1.181], [-0.139, 0.372, -2.213], [0.305, 0.513, -3.383], [0.405, -0.719, 2.592], [-1.287, -0.925, 2.522], [-1.066, -0.669, 0.126], [-1.107, 0.842, 1.021], [1.756, 0.092, -1.553], [-1.256, 0.235, -2.006]],
  "mulliken_charge": [-0.6233, -0.3584, 0.4495, -0.4757, -0.1700, 0.1462, -0.5136, 0.2450, 0.2454, 0.2522, 0.2690, 0.2691, 0.2645]
}


# 4
{
  "formula": "H4NOPS2",
  "method": "ωB97M-V with the def2-TZVPD basis set",
  "energy_ha": -1270.165863,
  "orbital_gap_ev": 9.07,
  "homo_energy_ev": -9.0,
  "relative_energy_ev": 0.817,
  "smiles": "N[P@@](O)(=S)S",
  "symbols": ["N", "P", "O", "S", "S", "H", "H", "H", "H"],
  "xyz": [[0.193, -1.172, 0.592], [-0.410, 0.184, -0.187], [-0.118, -0.192, -1.681], [-2.295, 0.450, 0.288], [1.044, 1.629, -0.122], [1.187, -1.485, 0.371], [0.171, -1.014, 1.567], [-0.538, -1.152, -1.748], [0.767, 2.752, 0.920]],
  "mulliken_charge": [-0.5744, 0.6579, -0.5068, -0.3693, -0.3284, 0.2819, 0.2577, 0.3746, 0.2067]
}